C5H11NOS2 | ωB97M-V/def2-TZVPD

Each line ends with the Mulliken charge.
Positions of all 20 atoms, in Å:
C1 -2.990 -1.220 0.893  -0.810
C2 1.529 0.093 -0.771  -0.718
C3 1.211 -1.398 -1.206  -0.781
C4 -0.711 0.061 0.627  -1.189
C5 0.261 0.856 -0.235  0.346
N1 0.661 2.162 0.319  -0.763
O1 -2.638 0.136 -1.282  -0.623
S1 1.182 -2.531 0.178  -0.087
S2 -2.009 -0.844 -0.427  0.648
H1 -4.018 -1.324 0.725  0.395
H2 -2.489 -1.922 1.523  0.327
H3 2.349 0.012 0.023  0.278
H4 1.960 0.730 -1.581  0.327
H5 0.332 -1.451 -1.716  0.412
H6 1.927 -1.626 -1.928  0.470
H7 -0.295 -0.781 1.373  0.287
H8 -1.179 0.762 1.193  0.704
H9 -0.246 1.180 -1.224  0.266
H10 0.816 2.124 1.279  0.238
H11 -0.079 2.972 0.163  0.272

* frontier orbital gap (alpha / beta): 8.42 / 6.31 eV
* energy above the lowest of the compared OMol25 structures with the same formula, charge and spin: 568.2 kJ/mol
* molecular weight: 165.3 Da
* E_HOMO (alpha / beta): -0.3461 / -0.3088 Ha
* E_tot: -1123.2920 Ha